This record from OMol25 describes one molecule with the formula C7H12. The level of theory is wB97M-V/def2-TZVPD.

XYZ file:
```
19
C7H12 wB97M-V/def2-TZVPD
C -1.905 -0.027 0.721
C -1.183 -0.532 -0.502
C -0.083 0.144 -1.276
C 0.889 1.185 -0.761
C 1.355 0.709 0.617
C 1.062 -0.833 0.713
C 0.183 -1.149 -0.497
H -2.696 0.666 0.417
H -2.372 -0.864 1.254
H -1.254 0.498 1.424
H -1.861 -1.044 -1.185
H -0.240 0.148 -2.353
H 1.706 1.223 -1.495
H 0.533 2.213 -0.637
H 2.371 1.072 0.818
H 0.710 1.196 1.352
H 0.523 -0.995 1.652
H 1.916 -1.523 0.760
H 0.346 -2.086 -1.021
```

As for the relative energy (zero: lowest compared OMol25 entry of this formula, charge and spin): 16.1 kcal per mole. The structure (SMILES) is C[C@H]1[C@H]2CCC[C@@H]12. The value obtained for the highest occupied orbital energy is -9.6 eV. Its net charge is 0. The LUMO energy is 0.0418 hartree.

Löwdin population analysis, charges in e, atoms 1 to 4: atom 1 (C): -0.06, atom 2 (C): -0.27, atom 3 (C): -0.20, atom 4 (C): -0.17


This record from OMol25 describes C4H9NO as an isolated structure. The level of theory is wB97M-V/def2-TZVPD.

XYZ file:
```
15
C4H9NO wB97M-V/def2-TZVPD
C -0.667 1.314 -0.415
N 0.033 0.414 0.485
C 1.380 0.885 0.747
C 0.021 -0.938 0.029
C -1.163 -1.701 -0.115
O -0.969 -2.626 -0.982
H -0.193 1.371 -1.412
H -0.693 2.319 0.022
H -1.703 0.986 -0.549
H 1.342 1.894 1.170
H 1.871 0.234 1.477
H 2.005 0.917 -0.165
H 0.797 -1.557 0.491
H 0.085 -1.926 -1.134
H -2.147 -1.587 0.350
```

As for the relative energy (zero: lowest compared OMol25 entry of this formula, charge and spin): 106.5 kcal per mole. The value obtained for the highest occupied orbital energy is -7.6 eV. Its net charge is 0. The LUMO energy is 0.0235 hartree.

Löwdin population analysis, charges in e, atoms 1 to 4: atom 1 (C): -0.11, atom 2 (N): -0.28, atom 3 (C): -0.12, atom 4 (C): -0.23


This record from OMol25 describes an isolated ion of composition CH3NO2P and charge -1 in a non-equilibrium geometry. The level of theory is wB97M-V/def2-TZVPD.

XYZ file:
```
8
CH3NO2P wB97M-V/def2-TZVPD
H 2.649 0.592 -0.381
N 1.995 1.185 -0.062
C 0.728 -0.086 0.129
P -0.926 0.169 -0.368
O -1.815 1.156 0.293
O -1.630 -1.310 0.022
H 1.273 -0.922 -0.154
H -2.275 -0.782 0.520
```

As for the relative energy (zero: lowest compared OMol25 entry of this formula, charge and spin): 89.8 kcal per mole. The structure (SMILES) is [H]/N=C/P([O-])O. The value obtained for the highest occupied orbital energy (spin up / spin down) is -3.4 / -2.6 eV. Its net charge is -1. The LUMO energy (spin up / spin down) is 0.1404 / 0.1521 hartree.

Löwdin population analysis, charges in e, atoms 1 to 4: atom 1 (H): -0.19, atom 2 (N): -0.08, atom 3 (C): -0.29, atom 4 (P): 0.46


This record from OMol25 describes one molecule with the formula C11H14SSi in a non-equilibrium geometry. The level of theory is wB97M-V/def2-TZVPD.

XYZ file:
```
27
C11H14SSi wB97M-V/def2-TZVPD
C 2.169 2.331 0.349
C 0.918 1.515 0.254
C -0.272 2.150 0.155
C -1.531 1.601 -0.061
C -2.683 1.288 -0.313
C -3.995 1.137 -0.726
C -4.789 0.029 -0.696
C -4.469 -1.226 -0.141
S -3.136 -1.587 0.742
C 1.057 0.056 0.271
C 0.108 -0.701 1.153
C 1.988 -0.580 -0.453
Si 2.228 -2.441 -0.538
H 1.944 3.394 0.378
H 2.823 2.142 -0.502
H 2.722 2.064 1.249
H -0.277 3.237 0.156
H -4.418 2.045 -1.148
H -5.775 0.118 -1.136
H -5.199 -2.017 -0.291
H 0.665 -1.326 1.848
H -0.529 -1.352 0.557
H -0.533 -0.035 1.723
H 2.626 0.007 -1.102
H 2.109 -3.060 0.785
H 3.582 -2.677 -1.057
H 1.243 -3.039 -1.448
```

As for the relative energy (zero: lowest compared OMol25 entry of this formula, charge and spin): 32.8 kcal per mole. The structure (SMILES) is CC(=C/C#C/C=C\C=S)/C(C)=C/[SiH3]. The value obtained for the highest occupied orbital energy (spin up / spin down) is -8.0 / -8.0 eV. Its net charge is 0. The LUMO energy (spin up / spin down) is -0.0448 / -0.0448 hartree.

Löwdin population analysis, charges in e, atoms 1 to 4: atom 1 (C): -0.04, atom 2 (C): -0.24, atom 3 (C): -0.07, atom 4 (C): 0.00


This record from OMol25 describes C20H40CuO9S as an isolated structure in a non-equilibrium geometry. The level of theory is wB97M-V/def2-TZVPD.

XYZ file:
```
71
C20H40CuO9S wB97M-V/def2-TZVPD
Cu 0.312 -0.672 0.031
S 1.420 -2.996 0.797
O 2.026 -1.676 0.647
O 0.066 -2.672 0.364
O 2.131 -4.050 0.102
O 1.460 -3.453 2.167
C 0.426 3.514 -1.593
C 0.006 3.625 -0.128
C -0.883 2.378 0.106
O -0.265 1.403 -0.681
C 0.181 2.006 -1.902
H 1.486 3.738 -1.715
H -0.320 4.106 -2.123
H -0.576 4.507 0.138
H 0.912 3.607 0.477
H -1.879 2.634 -0.256
H -1.007 2.024 1.130
H -0.448 1.875 -2.783
H 1.112 1.532 -2.214
C -3.508 -2.376 -1.779
C -4.034 -0.983 -1.581
C -2.852 -0.116 -1.214
O -1.853 -1.048 -0.706
C -2.311 -2.380 -0.802
H -3.191 -2.442 -2.820
H -4.161 -3.223 -1.569
H -4.750 -0.956 -0.760
H -4.534 -0.621 -2.480
H -3.062 0.709 -0.533
H -2.375 0.275 -2.113
H -2.605 -2.883 0.120
H -1.498 -2.988 -1.197
C -1.340 -0.628 4.153
C -2.752 -0.335 3.653
C -2.459 -0.041 2.149
O -1.071 -0.496 1.854
C -0.614 -1.238 2.955
H -1.409 -1.367 4.952
H -0.730 0.174 4.568
H -3.074 0.524 4.242
H -3.414 -1.200 3.670
H -2.546 1.044 2.083
H -3.177 -0.548 1.504
H 0.466 -1.203 3.097
H -0.897 -2.281 2.810
C 2.651 -1.155 -3.678
C 1.270 -0.857 -4.221
C 0.320 -1.436 -3.249
O 1.011 -1.126 -2.034
C 2.452 -1.384 -2.229
H 3.370 -0.338 -3.736
H 3.063 -2.098 -4.037
H 0.945 -1.211 -5.199
H 1.113 0.222 -4.217
H 0.133 -2.508 -3.298
H -0.651 -0.941 -3.278
H 2.748 -2.409 -2.008
H 3.097 -0.740 -1.630
C 3.693 2.027 1.759
C 2.700 2.296 2.863
C 1.838 1.095 2.735
O 1.655 0.962 1.321
C 2.901 1.219 0.748
H 4.514 1.456 2.192
H 4.162 2.937 1.384
H 2.134 3.181 2.573
H 3.115 2.503 3.849
H 0.876 1.163 3.243
H 2.196 0.107 3.025
H 2.801 1.874 -0.118
H 3.484 0.359 0.421
```

As for the relative energy (zero: lowest compared OMol25 entry of this formula, charge and spin): 55.3 kcal per mole. The value obtained for the highest occupied orbital energy (spin up / spin down) is -7.4 / -7.4 eV. Its net charge is 0. The LUMO energy (spin up / spin down) is 0.0078 / -0.0306 hartree. Its spin multiplicity is 2.

Löwdin population analysis, charges in e, atoms 1 to 4: atom 1 (Cu): 0.66, atom 2 (S): 0.22, atom 3 (O): -0.31, atom 4 (O): -0.31


This record from OMol25 describes C20H24F6IrN7O3S as an isolated structure. The level of theory is wB97M-V/def2-TZVPD.

XYZ file:
```
62
C20H24F6IrN7O3S wB97M-V/def2-TZVPD
Ir 1.165 0.073 0.289
N 2.106 -0.027 4.511
C 0.776 0.237 4.826
C 0.128 0.304 6.054
C -1.202 0.650 6.024
C -1.845 0.950 4.813
C -1.192 0.871 3.601
C 0.140 0.461 3.608
N 1.089 0.271 2.571
C 2.235 0.034 3.185
C 3.474 -0.075 2.433
C 4.751 -0.153 2.866
S 5.808 -0.157 1.529
C 4.496 -0.055 0.472
N 3.328 -0.022 1.066
H 2.851 -0.186 5.172
H 0.644 0.113 6.986
H -1.753 0.723 6.951
H -2.877 1.276 4.835
H -1.688 1.195 2.704
H 5.126 -0.189 3.878
H 4.645 -0.035 -0.598
N -0.507 -1.411 -0.018
C -1.759 -0.882 0.547
C -3.020 -1.599 0.068
C -3.261 -1.777 -1.443
C -4.039 -0.647 -2.116
N -3.342 0.636 -2.196
C -2.331 0.924 -2.989
N -1.664 2.072 -2.821
N -1.969 0.077 -3.963
C -1.756 0.638 0.414
O -2.784 1.273 0.537
O -0.580 1.213 0.271
H -0.504 -1.401 -1.036
H -0.319 -2.361 0.290
H -1.694 -1.058 1.623
H -3.868 -1.077 0.513
H -2.998 -2.591 0.524
H -3.897 -2.656 -1.563
H -2.337 -2.013 -1.981
H -4.938 -0.459 -1.533
H -4.376 -0.943 -3.111
H -3.528 1.283 -1.445
H -1.809 2.604 -1.976
H -0.781 2.211 -3.285
H -2.596 -0.658 -4.242
H -1.279 0.363 -4.636
C 1.205 0.029 -4.117
C 1.817 0.109 -2.722
O 0.840 0.017 -1.740
C 2.507 1.502 -2.601
F 2.736 1.803 -1.287
F 1.698 2.457 -3.057
F 3.671 1.609 -3.223
C 2.801 -1.097 -2.583
F 3.030 -1.365 -1.264
F 3.990 -0.913 -3.142
F 2.263 -2.201 -3.090
H 0.522 0.861 -4.266
H 0.675 -0.913 -4.228
H 1.977 0.084 -4.887
```

As for the relative energy (zero: lowest compared OMol25 entry of this formula, charge and spin): 23.9 kcal per mole. The value obtained for the highest occupied orbital energy (spin up / spin down) is -13.8 / -14.1 eV. Its net charge is +2. The LUMO energy (spin up / spin down) is -0.1989 / -0.2974 hartree. Its spin multiplicity is 5.

Löwdin population analysis, charges in e, atoms 1 to 4: atom 1 (Ir): 1.69, atom 2 (N): 0.21, atom 3 (C): -0.16, atom 4 (C): 0.01


This record from OMol25 describes C49H57BrINP2RuTe as an isolated structure in a non-equilibrium geometry. The level of theory is wB97M-V/def2-TZVPD.

XYZ file:
```
113
C49H57BrINP2RuTe wB97M-V/def2-TZVPD
Ru 0.057 -0.374 0.041
C -1.002 -1.060 5.463
C -0.274 -0.259 4.388
C -0.882 1.133 4.274
P -0.241 -1.075 2.679
C 0.603 -2.743 3.042
C 1.740 -2.606 4.059
C -0.226 -3.974 3.397
C -2.053 -1.217 2.442
C -2.928 -2.182 2.917
C -4.292 -2.080 2.689
C -4.790 -1.005 1.970
C -3.942 -0.033 1.489
C -2.558 -0.099 1.726
N -1.672 0.827 1.245
C -1.957 2.147 1.305
C -3.001 2.665 2.112
C -3.256 4.010 2.205
C -2.495 4.924 1.485
C -1.438 4.455 0.730
C -1.134 3.102 0.650
P 0.396 2.513 -0.134
C 0.744 3.790 -1.508
C 1.360 5.161 -1.209
C -0.486 4.012 -2.388
C 1.601 2.912 1.284
C 1.233 4.054 2.227
C 3.062 3.042 0.853
H -1.052 -0.472 6.382
H -0.493 -1.992 5.694
H -2.019 -1.289 5.150
H 0.777 -0.145 4.679
H -1.940 1.069 4.032
H -0.388 1.706 3.492
H -0.781 1.673 5.216
H 1.070 -2.938 2.065
H 1.362 -2.694 5.076
H 2.267 -1.660 3.965
H 2.468 -3.401 3.902
H -0.706 -3.863 4.368
H 0.441 -4.837 3.445
H -0.973 -4.191 2.640
H -2.559 -3.019 3.485
H -4.960 -2.847 3.055
H -5.851 -0.933 1.771
H -4.335 0.767 0.877
H -3.611 1.985 2.688
H -4.043 4.359 2.862
H -2.698 5.984 1.546
H -0.820 5.169 0.211
H 1.482 3.230 -2.104
H 0.595 5.904 -0.991
H 1.898 5.503 -2.094
H 2.058 5.143 -0.383
H -1.263 4.545 -1.849
H -0.905 3.069 -2.735
H -0.209 4.602 -3.261
H 1.508 1.978 1.862
H 1.250 5.022 1.734
H 1.955 4.070 3.044
H 0.243 3.915 2.652
H 3.293 4.035 0.480
H 3.321 2.326 0.080
H 3.715 2.857 1.708
I -2.619 -1.956 -1.026
C -1.685 -3.664 -0.140
C -2.490 -4.699 0.242
C -1.902 -5.891 0.688
C -0.544 -6.032 0.644
C 0.290 -4.976 0.219
C 1.683 -5.138 0.105
C 2.456 -4.113 -0.370
C 1.882 -2.869 -0.659
C 0.539 -2.591 -0.466
C -0.280 -3.705 -0.109
H -3.565 -4.603 0.191
H -2.538 -6.694 1.037
H -0.080 -6.967 0.933
H 2.127 -6.087 0.378
H 3.525 -4.246 -0.481
H 2.538 -2.104 -1.052
Br 7.025 -0.146 0.600
C 5.102 -0.099 0.463
C 4.519 0.162 -0.760
C 3.134 0.214 -0.840
C 2.300 -0.010 0.263
C 2.951 -0.251 1.472
C 4.333 -0.299 1.591
H 5.127 0.341 -1.638
H 2.700 0.453 -1.807
H 2.361 -0.376 2.375
H 4.800 -0.480 2.549
C -0.479 0.098 -9.059
C -0.368 0.086 -7.563
C 0.825 0.384 -6.925
C 0.924 0.402 -5.542
C 2.238 0.736 -4.899
C -0.199 0.120 -4.762
Te -0.099 0.412 -2.604
C -1.399 -0.210 -5.395
C -2.617 -0.566 -4.604
C -1.468 -0.223 -6.779
H 0.455 0.419 -9.513
H -1.271 0.777 -9.374
H -0.724 -0.897 -9.429
H 1.698 0.621 -7.521
H 3.001 0.952 -5.646
H 2.572 -0.101 -4.282
H 2.119 1.606 -4.250
H -2.727 0.103 -3.750
H -2.522 -1.580 -4.212
H -3.514 -0.514 -5.217
H -2.405 -0.471 -7.259
```

The value obtained for the highest occupied orbital energy (spin up / spin down) is -4.1 / -4.1 eV. Its net charge is -1. The LUMO energy (spin up / spin down) is 0.0701 / 0.0864 hartree. Its spin multiplicity is 2.

Löwdin population analysis, charges in e, atoms 1 to 4: atom 1 (Ru): 0.64, atom 2 (C): -0.10, atom 3 (C): -0.51, atom 4 (C): -0.11


This record from OMol25 describes C23H32B4Ca2F16O21 as an isolated structure in a non-equilibrium geometry. The level of theory is wB97M-V/def2-TZVPD.

XYZ file:
```
98
C23H32B4Ca2F16O21 wB97M-V/def2-TZVPD
Ca 1.359 -0.096 1.829
Ca -3.801 -2.172 1.356
B -1.135 -0.008 0.089
F -0.716 0.869 1.135
F -1.282 0.607 -1.149
F -0.065 -0.933 -0.009
F -2.290 -0.679 0.488
B -6.243 -1.305 0.821
F -7.380 -0.573 0.783
F -6.008 -2.163 -0.251
F -5.110 -0.389 0.823
F -6.017 -2.096 2.004
B -1.030 -2.904 2.488
F 0.118 -2.065 2.322
F -1.745 -3.018 1.245
F -0.638 -4.111 2.997
F -1.961 -2.308 3.364
B 0.593 -0.522 4.745
F -0.067 -1.619 5.192
F -0.013 0.118 3.596
F 0.652 0.473 5.733
F 1.908 -0.824 4.267
C -2.650 -0.823 -3.704
C -1.722 -2.021 -3.757
O -1.819 -2.548 -2.447
C -3.014 -2.170 -1.942
O -3.516 -2.661 -0.982
O -3.579 -1.227 -2.676
H -3.218 -0.649 -4.613
H -2.195 0.097 -3.340
H -0.711 -1.777 -4.069
H -2.111 -2.770 -4.452
C -1.122 3.654 0.275
C -2.545 3.123 0.122
O -3.327 4.324 0.067
C -2.537 5.315 -0.405
O -2.920 6.326 -0.885
O -1.231 4.995 -0.232
H -0.426 3.108 -0.356
H -0.779 3.683 1.307
H -2.866 2.519 0.972
H -2.723 2.483 -0.742
C 4.793 -1.664 -1.932
C 5.580 -2.320 -0.772
O 4.605 -2.376 0.286
C 3.502 -1.726 -0.072
O 2.530 -1.644 0.626
O 3.599 -1.201 -1.290
H 4.581 -2.343 -2.752
H 5.292 -0.773 -2.305
H 6.409 -1.691 -0.462
H 5.868 -3.340 -1.000
C 1.546 -3.764 -1.713
C 0.683 -4.798 -2.467
O 0.696 -5.951 -1.620
C 1.499 -5.747 -0.562
O 1.786 -6.565 0.242
O 1.979 -4.474 -0.549
H 0.878 -2.960 -1.390
H 2.353 -3.390 -2.329
H 1.111 -5.023 -3.448
H -0.367 -4.552 -2.601
C 0.332 1.440 -5.142
C 0.981 1.622 -3.745
O 1.846 0.484 -3.641
C 1.778 -0.255 -4.765
O 2.259 -1.331 -4.884
O 1.129 0.420 -5.741
H 0.358 2.361 -5.716
H -0.697 1.102 -5.040
H 0.216 1.554 -2.975
H 1.570 2.530 -3.688
C 5.661 3.253 -1.221
C 4.340 3.467 -0.533
C 3.241 4.019 -1.472
O 2.149 3.115 -1.341
C 2.479 2.128 -0.507
O 1.698 1.351 -0.030
O 3.766 2.184 -0.156
H 6.417 2.847 -0.549
H 6.048 4.201 -1.593
H 5.505 2.524 -2.018
H 4.365 4.068 0.376
H 3.625 4.052 -2.498
H 2.912 5.036 -1.268
C -2.637 0.885 7.152
C -3.157 1.445 5.858
C -2.104 2.184 5.035
O -2.362 1.780 3.691
C -3.159 0.690 3.721
O -3.456 0.063 2.758
O -3.522 0.378 4.973
H -1.853 1.485 7.624
H -2.173 -0.087 6.983
H -3.414 0.807 7.913
H -4.021 2.080 6.066
H -1.082 1.885 5.301
H -2.076 3.267 5.177
```

The value obtained for the highest occupied orbital energy is -10.8 eV. Its net charge is 0. The LUMO energy is -0.0264 hartree.

Löwdin population analysis, charges in e, atoms 1 to 4: atom 1 (Ca): 1.68, atom 2 (Ca): 1.71, atom 3 (B): -1.26, atom 4 (F): 0.05